Entry from the Open Molecules 2025 dataset: a structure of composition C26H48BrN4PSiTl (ωB97M-V with the def2-TZVPD basis set).

Geometry (Å):
Tl1 0.16637 -0.54179 0.38050
N1 0.50146 -0.50851 3.26473
C1 1.41654 -1.63245 3.45320
C2 2.78215 -1.28757 2.88622
N2 2.75248 -0.91378 1.45661
C3 3.38998 -1.94914 0.63313
C4 2.62945 -3.26211 0.62410
N3 1.29427 -3.07304 0.04830
C5 3.41565 0.37263 1.23286
C6 2.63646 1.54377 1.80122
N4 1.35304 1.69695 1.11037
H1 0.76441 0.26880 3.86167
H2 -0.44703 -0.76911 3.50986
H3 1.00646 -2.48653 2.91391
H4 1.52830 -1.92979 4.50061
H5 3.45829 -2.13489 3.03430
H6 3.20544 -0.46497 3.46817
H7 4.41884 -2.13414 0.97408
H8 3.44697 -1.57581 -0.39064
H9 2.52759 -3.65433 1.63693
H10 3.22295 -3.98965 0.06348
H11 0.68273 -3.84332 0.29080
H12 1.36128 -3.07317 -0.96527
H13 3.52000 0.51265 0.15250
H14 4.42908 0.37237 1.65673
H15 3.25325 2.44328 1.72514
H16 2.43872 1.39034 2.86083
H17 1.49286 2.13936 0.20863
H18 0.72538 2.29488 1.63499
C7 -4.38012 1.93812 -0.94794
C8 -3.19649 2.85911 -1.24322
P1 -1.72582 2.47944 -0.20031
C9 -0.48559 3.78001 -0.70100
C10 -0.97300 4.96606 -1.53097
C11 -2.28609 3.10905 1.44994
C12 -2.60768 4.59534 1.58239
H19 -5.21544 2.16833 -1.60904
H20 -4.73832 2.05380 0.07674
H21 -4.12286 0.88745 -1.09539
H22 -3.48672 3.90389 -1.12223
H23 -2.89102 2.73832 -2.28601
H24 0.31278 3.27111 -1.24431
H25 -0.03558 4.15035 0.22472
H26 -1.39430 4.64735 -2.48470
H27 -0.14170 5.63749 -1.75027
H28 -1.73366 5.54436 -1.00736
H29 -1.53031 2.81161 2.18480
H30 -3.16949 2.51724 1.70660
H31 -1.72955 5.22177 1.42344
H32 -2.98837 4.81664 2.58027
H33 -3.37286 4.90634 0.87015
C13 0.52765 1.26338 -3.04359
Si1 0.22002 -0.36589 -2.19106
C14 -1.54604 -0.90566 -2.46201
C15 1.39191 -1.63095 -2.90919
C16 0.93034 -2.86031 -3.38818
C17 1.81197 -3.81217 -3.88918
C18 3.17244 -3.54608 -3.92554
C19 3.65098 -2.32220 -3.47192
C20 2.76675 -1.37946 -2.97015
H34 0.53972 1.06311 -4.11906
H35 1.47872 1.73247 -2.78635
H36 -0.27731 1.97342 -2.84728
H37 -1.78978 -0.95484 -3.52718
H38 -2.21886 -0.18307 -1.99337
H39 -1.75568 -1.88141 -2.01742
H40 -0.13007 -3.08564 -3.36766
H41 1.43471 -4.75808 -4.25566
H42 3.85946 -4.28470 -4.31758
H43 4.71100 -2.10543 -3.51555
H44 3.15540 -0.42482 -2.62535
Br1 -5.50804 -3.48325 2.92970
C21 -3.93868 -2.67474 2.26622
C22 -3.99018 -1.38951 1.75518
C23 -2.82669 -0.80379 1.27034
C24 -1.60395 -1.47402 1.28038
C25 -1.59280 -2.76929 1.79946
C26 -2.74372 -3.37346 2.29260
H45 -4.92918 -0.85207 1.73310
H46 -2.89035 0.20109 0.87203
H47 -0.67792 -3.34686 1.83145
H48 -2.71295 -4.37990 2.68854

Atoms 1-2, force components in eV/Å:
Tl 0.276 -0.086 -0.271
N 0.036 0.103 0.126

The calculation puts the energy relative to the best compared isomer or geometry (same formula, charge and spin) at 0.609 eV. Its multiplicity is 1. The strongest force on any atom is 0.008 Eh/bohr. The total charge is +1.

Mulliken population analysis, charges in e, atoms 1 to 4:
1. Tl 1.0363
2. N -0.4968
3. C -0.2293
4. C -1.4099

---

Entry from the Open Molecules 2025 dataset: a structure of composition C26H48Cl8O15 at a distorted geometry (ωB97M-V with the def2-TZVPD basis set).

Geometry (Å):
Cl1 4.77061 1.98784 -1.86262
C1 3.06919 1.56505 -1.38588
C2 2.01860 1.60196 -2.56630
Cl2 1.69666 3.19533 -3.09858
H1 2.66865 2.34602 -0.73954
H2 3.01752 0.62547 -0.83578
H3 1.11385 1.14025 -2.17090
H4 2.53009 0.98597 -3.30592
Cl3 -3.03034 -3.74895 1.23672
C3 -2.05210 -2.53320 0.46030
C4 -1.15957 -3.09374 -0.62748
Cl4 0.08678 -3.98529 0.23106
H5 -1.43565 -2.06727 1.22907
H6 -2.70387 -1.74894 0.07530
H7 -0.62394 -2.31793 -1.17459
H8 -1.70370 -3.85115 -1.19170
Cl5 -6.93823 4.02814 -0.90259
C5 -5.85993 2.98468 0.06767
C6 -4.40240 3.24476 -0.11521
Cl6 -3.90863 3.02242 -1.88495
H9 -5.95905 1.94656 -0.24950
H10 -6.22363 3.01176 1.09485
H11 -3.81083 2.56404 0.49697
H12 -4.25720 4.30197 0.10689
Cl7 -0.52972 1.45070 -3.33425
C7 -0.05136 -0.18133 -3.66687
C8 -0.00267 -1.09186 -2.40236
Cl8 0.50059 -2.76272 -2.68337
H13 0.90457 -0.22326 -4.18895
H14 -0.80502 -0.54759 -4.36397
H15 -0.93200 -1.15637 -1.83642
H16 0.68778 -0.80642 -1.60869
C9 -5.18601 -0.42373 -2.58688
C10 -4.21235 0.61820 -2.20811
O1 -2.92777 -0.12496 -2.27574
C11 -3.15914 -1.36539 -2.68162
O2 -2.27104 -2.20283 -2.63532
O3 -4.43224 -1.54735 -2.83859
H17 -5.71974 -0.16024 -3.50001
H18 -5.86974 -0.59261 -1.75497
H19 -4.47537 0.86557 -1.17965
H20 -4.17704 1.51510 -2.82651
C12 2.76952 -0.90793 3.19470
C13 2.15880 -0.02479 2.11564
O4 2.95737 1.16070 2.20405
C14 3.82794 1.09265 3.20785
O5 4.71816 1.90305 3.38854
O6 3.78337 -0.09598 3.79309
H21 3.25055 -1.76310 2.71993
H22 2.08241 -1.21130 3.98459
H23 1.11004 0.20432 2.30461
H24 2.28686 -0.45907 1.12413
C15 1.91712 4.02361 2.15551
C16 1.29662 2.71571 2.55744
O7 -0.11342 2.76452 2.82280
C17 -0.70926 1.59068 3.13545
O8 -0.19155 0.53265 3.38859
O9 -2.00680 1.77088 2.86471
C18 -2.89350 0.76058 3.22231
H25 2.99518 3.91679 2.27580
H26 1.63799 4.76685 2.90236
H27 1.53106 4.33932 1.18629
H28 1.82325 2.24584 3.38809
H29 1.54458 2.09523 1.69627
H30 -2.85408 0.07750 2.37381
H31 -3.92681 1.07736 3.08087
H32 -2.83862 0.31648 4.21622
C19 -2.26737 2.25757 -1.07896
C20 -1.03128 1.91845 -0.17772
O10 -0.92454 0.51833 -0.04449
C21 0.24490 -0.05077 0.22512
O11 1.31358 0.54620 0.21119
O12 0.02642 -1.26792 0.54691
C22 1.13613 -2.02572 0.97135
H33 -2.16730 1.60001 -1.94251
H34 -2.31881 3.27717 -1.46090
H35 -3.14070 1.95991 -0.49861
H36 -1.04795 2.46949 0.76257
H37 -0.11103 2.25901 -0.65234
H38 1.00452 -3.09820 1.11472
H39 1.45080 -1.48104 1.86153
H40 1.97627 -1.87867 0.29265
C23 4.99146 -5.39089 0.49277
C24 4.20107 -4.17054 0.93783
O13 3.42986 -3.75492 -0.21591
C25 3.13482 -2.44630 -0.30751
O14 3.21624 -1.61603 0.63014
O15 2.70683 -2.16246 -1.56922
C26 2.50313 -0.75302 -1.89139
H41 5.46529 -5.16581 -0.46270
H42 4.38745 -6.29813 0.47911
H43 5.75202 -5.53349 1.26043
H44 4.89740 -3.41377 1.29909
H45 3.49646 -4.46651 1.71502
H46 2.04970 -0.15988 -1.09724
H47 1.78573 -0.64927 -2.70544
H48 3.43764 -0.38392 -2.31396

Atoms 1-2, force components in eV/Å:
Cl -0.961 -0.347 0.075
C -0.582 2.811 0.376

Its multiplicity is 1. The strongest force on any atom is 0.268 Eh/bohr. The total charge is 0.

Mulliken population analysis, charges in e, atoms 1 to 4:
1. Cl -0.2242
2. C 0.5510
3. C 1.9674
4. Cl -0.1355

---

Number 1: orbital gap 8.426 eV, LUMO level -2.07 eV, calculated total energy -125598.96786 eV. Number 2: orbital gap 8.248 eV, LUMO level -0.19 eV, calculated total energy -158606.89239 eV.